(1)
{"formula": "C43H32F4N3O", "method": "ωB97M-V/def2-TZVPD", "symbols": ["C", "O", "C", "C", "C", "C", "C", "C", "C", "C", "N", "C", "C", "C", "C", "C", "C", "N", "C", "C", "C", "C", "C", "C", "C", "N", "C", "C", "C", "C", "C", "C", "C", "C", "C", "C", "C", "C", "F", "C", "C", "F", "C", "C", "C", "C", "F", "C", "C", "F", "C", "H", "H", "H", "H", "H", "H", "H", "H", "H", "H", "H", "H", "H", "H", "H", "H", "H", "H", "H", "H", "H", "H", "H", "H", "H", "H", "H", "H", "H", "H", "H", "H"], "coordinates": [[2.27, 0.29, -1.68], [1.66, -0.46, -0.67], [1.00, 0.23, 0.39], [1.81, 1.50, 1.01], [2.36, 2.49, 0.21], [3.14, 3.51, 0.75], [3.37, 3.57, 2.13], [2.82, 2.58, 2.96], [2.00, 1.60, 2.40], [-0.29, 0.89, -0.38], [-0.60, 2.22, -0.50], [-0.45, 3.37, 0.32], [-0.42, 4.62, -0.30], [-0.26, 5.78, 0.47], [-0.16, 5.68, 1.86], [-0.28, 4.43, 2.48], [-0.47, 3.28, 1.72], [-1.32, 2.51, -1.64], [-1.48, 1.36, -2.24], [-2.39, 1.19, -3.36], [-3.12, 0.02, -3.65], [-3.96, -0.01, -4.77], [-4.08, 1.11, -5.59], [-3.43, 2.30, -5.25], [-2.62, 2.36, -4.11], [-0.74, 0.35, -1.60], [-0.44, -0.92, -2.20], [-0.40, -2.01, -1.36], [-0.11, -3.29, -1.83], [0.09, -3.45, -3.20], [0.05, -2.36, -4.06], [-0.21, -1.07, -3.56], [0.80, -0.65, 1.44], [-0.08, -1.89, 1.74], [-1.45, -1.99, 1.65], [-2.20, -3.18, 2.00], [-3.41, -3.46, 1.29], [-4.05, -4.68, 1.48], [-5.15, -4.96, 0.70], [-3.63, -5.63, 2.41], [-2.47, -5.32, 3.12], [-2.00, -6.24, 4.02], [-1.77, -4.14, 2.96], [2.23, -1.15, 1.94], [2.29, -1.61, 3.25], [3.51, -2.00, 3.80], [3.49, -2.47, 5.10], [4.72, -1.95, 3.13], [4.64, -1.46, 1.83], [5.81, -1.41, 1.10], [3.44, -1.07, 1.22], [2.54, -0.53, -2.35], [1.54, 0.96, -2.13], [3.15, 0.82, -1.30], [2.21, 2.53, -0.87], [3.57, 4.29, 0.09], [3.97, 4.37, 2.57], [2.98, 2.59, 4.04], [1.48, 0.92, 3.07], [-0.50, 4.67, -1.39], [-0.19, 6.74, -0.03], [0.00, 6.56, 2.46], [-0.19, 4.35, 3.57], [-0.60, 2.30, 2.19], [-3.03, -0.85, -3.00], [-4.51, -0.92, -5.00], [-4.69, 1.07, -6.49], [-3.53, 3.20, -5.86], [-2.14, 3.28, -3.79], [-0.61, -1.84, -0.32], [-0.05, -4.11, -1.12], [0.30, -4.45, -3.59], [0.24, -2.48, -5.13], [-0.25, -0.21, -4.22], [0.04, 0.06, 1.88], [0.39, -2.72, 2.32], [-2.00, -1.16, 1.20], [-3.77, -2.73, 0.55], [-4.16, -6.55, 2.55], [-0.87, -3.95, 3.55], [1.40, -1.66, 3.85], [5.65, -2.26, 3.59], [3.56, -0.69, 0.22]], "mulliken_charge": [-1.410, -0.432, 2.670, 0.594, -0.570, -1.064, -0.742, -1.016, -0.024, -2.035, 1.071, 0.896, -0.400, -0.700, -0.608, -0.764, -0.258, -1.270, 0.584, 0.259, 0.112, -0.777, -0.432, -0.663, -0.596, 0.843, -0.075, 0.591, -0.721, -0.771, -0.990, -0.008, 1.874, -1.648, 0.279, 0.337, -0.987, 0.430, -0.304, -0.733, 0.378, -0.305, -0.738, 0.562, -0.961, 0.086, -0.329, -0.943, 0.136, -0.338, -0.730, 0.216, 0.649, 0.551, 0.326, 0.429, 0.440, 0.456, 0.500, 0.471, 0.401, 0.427, 0.412, 0.414, 0.497, 0.414, 0.391, 0.393, 0.451, -0.057, 0.517, 0.435, 0.448, 0.551, -0.508, 0.512, 0.547, 0.417, 0.499, 0.603, 0.694, 0.529, 0.614], "mol_weight_g_mol": 682.74, "smiles": "CO[C@@](c1ccccc1)(c1n(-c2ccccc2)nc(-c2ccccc2)[n+]1-c1ccccc1)[C@@H](/C=C/c1cc(F)cc(F)c1)c1cc(F)cc(F)c1", "total_charge": 1, "largest_force_ev_per_a": 6.35, "e_homo_ev": -11.1, "lumo_ev": -3.599}

=====

(2)
{"formula": "C38H55BrN2O6PSV", "method": "ωB97M-V/def2-TZVPD", "symbols": ["V", "C", "O", "C", "C", "O", "C", "C", "O", "C", "H", "H", "H", "H", "H", "H", "H", "H", "H", "H", "H", "H", "H", "H", "C", "C", "C", "C", "P", "C", "C", "C", "C", "C", "C", "C", "C", "C", "C", "H", "H", "H", "H", "H", "H", "H", "H", "H", "H", "H", "H", "H", "H", "H", "H", "H", "H", "H", "H", "H", "H", "H", "Br", "C", "C", "C", "C", "C", "C", "C", "O", "O", "H", "H", "H", "H", "C", "C", "C", "N", "C", "S", "N", "C", "O", "C", "C", "C", "C", "C", "C", "H", "H", "H", "H", "H", "H", "H", "H", "H", "H", "H", "H", "H", "H"], "coordinates": [[0.08, 0.72, -1.12], [4.10, -1.41, 0.26], [3.09, -0.55, -0.29], [3.54, 0.75, -0.57], [2.78, 1.76, 0.25], [1.34, 1.94, -0.13], [0.66, 2.60, 0.98], [-0.80, 2.65, 0.64], [-1.17, 1.28, 0.26], [-2.19, 0.65, 1.10], [4.91, -1.56, -0.45], [4.49, -1.00, 1.19], [3.61, -2.36, 0.47], [4.58, 0.89, -0.26], [3.50, 0.96, -1.64], [2.76, 1.45, 1.29], [3.21, 2.76, 0.15], [0.85, 2.00, 1.87], [1.08, 3.60, 1.11], [-1.45, 2.97, 1.45], [-1.00, 3.28, -0.23], [-3.08, 1.27, 1.04], [-2.36, -0.34, 0.69], [-1.79, 0.57, 2.11], [-2.67, 1.55, -5.09], [-1.58, 0.85, -4.26], [-2.22, -0.31, -3.48], [-0.51, 0.30, -5.20], [-0.91, 2.07, -2.99], [-2.38, 2.88, -2.32], [-3.27, 2.15, -1.52], [-4.46, 2.71, -1.09], [-4.78, 4.01, -1.44], [-3.92, 4.74, -2.25], [-2.73, 4.18, -2.68], [0.35, 3.30, -3.62], [-0.10, 3.92, -4.96], [1.68, 2.58, -3.84], [0.59, 4.39, -2.57], [-3.13, 0.78, -5.72], [-2.26, 2.31, -5.75], [-3.45, 1.98, -4.47], [-2.39, -1.14, -4.17], [-3.18, -0.04, -3.05], [-1.58, -0.73, -2.69], [-1.02, -0.36, -5.91], [0.24, -0.29, -4.70], [-0.02, 1.08, -5.79], [-3.05, 1.12, -1.25], [-5.14, 2.12, -0.48], [-5.71, 4.45, -1.11], [-4.18, 5.75, -2.54], [-2.10, 4.78, -3.33], [-0.10, 3.19, -5.77], [0.63, 4.69, -5.22], [-1.08, 4.39, -4.93], [1.63, 1.79, -4.59], [2.06, 2.15, -2.92], [2.41, 3.32, -4.18], [-0.29, 4.97, -2.31], [1.33, 5.08, -2.97], [1.01, 3.97, -1.66], [3.51, -2.98, -5.10], [2.54, -3.49, -3.59], [2.32, -4.85, -3.39], [1.59, -5.29, -2.30], [1.07, -4.39, -1.38], [1.26, -3.04, -1.56], [1.99, -2.57, -2.67], [2.23, -1.17, -2.87], [2.91, -0.44, -3.45], [0.97, -0.27, -2.07], [2.72, -5.56, -4.10], [1.44, -6.35, -2.16], [0.51, -4.74, -0.52], [0.90, -2.34, -0.82], [2.29, -4.26, 6.84], [1.48, -3.96, 5.58], [1.81, -2.57, 5.06], [1.23, -2.36, 3.71], [0.71, -1.27, 3.19], [0.62, -1.10, 1.49], [0.26, -0.26, 3.99], [-0.43, -0.21, 5.25], [-0.40, 0.84, 5.83], [-1.22, -1.39, 5.68], [-1.36, -1.61, 7.05], [-2.14, -2.66, 7.50], [-2.80, -3.47, 6.58], [-2.69, -3.23, 5.22], [-1.89, -2.20, 4.76], [2.03, -5.24, 7.23], [2.08, -3.53, 7.62], [3.36, -4.25, 6.64], [0.41, -4.01, 5.80], [1.69, -4.70, 4.81], [2.89, -2.42, 4.97], [1.43, -1.81, 5.73], [1.42, -3.09, 3.05], [0.36, 0.67, 3.61], [-0.86, -0.95, 7.74], [-2.23, -2.85, 8.56], [-3.42, -4.28, 6.94], [-3.23, -3.85, 4.52], [-1.82, -2.01, 3.70]], "lowdin_spin": [1.162, 0.000, -0.001, 0.000, 0.001, 0.029, 0.001, 0.001, -0.003, 0.000, 0.000, 0.000, 0.000, 0.000, 0.000, 0.001, 0.000, 0.001, 0.000, 0.000, 0.000, 0.000, 0.000, 0.000, -0.003, -0.006, -0.002, 0.000, -0.042, -0.007, -0.002, 0.000, -0.003, 0.000, -0.003, -0.001, -0.002, 0.002, 0.000, -0.001, 0.000, 0.000, 0.000, 0.000, 0.000, 0.000, 0.000, 0.000, 0.000, 0.000, 0.000, 0.000, 0.000, 0.000, 0.000, 0.000, 0.000, 0.001, 0.000, 0.000, 0.000, 0.000, -0.001, 0.000, 0.000, 0.000, 0.000, 0.000, -0.001, 0.001, -0.010, -0.118, 0.000, 0.000, 0.000, 0.000, 0.000, 0.000, 0.000, 0.002, 0.001, 0.004, 0.000, 0.000, 0.000, 0.000, 0.000, 0.000, 0.000, 0.000, 0.000, 0.000, 0.000, 0.000, 0.000, 0.000, 0.000, 0.000, 0.000, 0.000, 0.000, 0.000, 0.000, 0.000, 0.000], "mol_weight_g_mol": 829.75, "total_charge": 3, "largest_force_ev_per_a": 1.72, "spin_multiplicity": 2, "e_homo_ev": [-15.5, -15.5], "lumo_ev": [-10.464, -9.876]}

=====

Number 1 is which compound? C43H32F4N3O